(1)
{"formula": "C39H70IrN4OPSb2", "method": "wB97M-V/def2-TZVPD", "species": ["Ir", "C", "C", "C", "C", "C", "C", "C", "C", "C", "C", "H", "H", "H", "H", "H", "H", "H", "H", "H", "H", "H", "H", "H", "H", "C", "Sb", "C", "C", "C", "C", "C", "C", "C", "C", "C", "Sb", "C", "C", "H", "H", "H", "H", "H", "H", "H", "H", "H", "H", "H", "H", "H", "H", "H", "H", "H", "H", "H", "H", "C", "C", "O", "H", "H", "H", "H", "H", "H", "N", "P", "N", "C", "C", "C", "C", "C", "N", "C", "C", "C", "C", "C", "N", "C", "C", "C", "C", "C", "H", "H", "H", "H", "H", "H", "H", "H", "H", "H", "H", "H", "H", "H", "H", "H", "H", "H", "H", "H", "H", "H", "H", "H", "H", "H", "H", "H", "H", "H"], "positions_angstrom": [[0.988, -0.551, 0.077], [1.555, -4.173, 0.944], [2.673, -3.545, 0.109], [2.558, -3.982, -1.341], [2.808, -2.042, 0.321], [2.774, -1.514, 1.638], [3.330, -0.273, 1.948], [3.930, 0.541, 0.980], [4.671, 1.790, 1.361], [3.807, 0.123, -0.338], [3.225, -1.116, -0.680], [1.458, -5.232, 0.702], [0.601, -3.688, 0.732], [1.741, -4.109, 2.016], [3.628, -3.934, 0.483], [1.607, -3.659, -1.764], [2.575, -5.071, -1.397], [3.376, -3.615, -1.966], [2.386, -2.125, 2.443], [3.325, 0.048, 2.984], [5.685, 1.542, 1.680], [4.189, 2.302, 2.195], [4.754, 2.482, 0.523], [4.178, 0.758, -1.134], [3.270, -1.438, -1.713], [1.144, 2.256, -4.728], [2.942, 1.276, -4.131], [4.229, 2.199, -5.543], [2.832, -0.816, -5.127], [1.557, -0.778, -5.778], [1.467, -0.132, -7.044], [0.277, -0.037, -7.713], [-0.872, -0.588, -7.133], [-0.805, -1.250, -5.906], [0.382, -1.368, -5.205], [0.422, -2.206, -3.965], [-0.259, -1.401, -2.048], [-1.428, -3.078, -1.499], [-1.705, -0.057, -2.832], [1.126, 2.388, -5.808], [1.160, 3.238, -4.251], [0.257, 1.714, -4.405], [3.759, 2.212, -6.527], [5.182, 1.674, -5.588], [4.407, 3.229, -5.230], [2.989, -1.527, -4.324], [3.700, -0.697, -5.776], [2.373, 0.272, -7.484], [0.225, 0.440, -8.683], [-1.820, -0.525, -7.653], [-1.703, -1.718, -5.517], [1.380, -2.695, -3.823], [-0.326, -2.997, -4.059], [-2.306, -3.135, -2.142], [-1.735, -2.983, -0.460], [-0.834, -3.984, -1.616], [-2.516, -0.645, -3.263], [-1.255, 0.550, -3.618], [-2.115, 0.589, -2.058], [0.565, 4.150, -0.319], [1.145, 2.845, 0.164], [0.981, 1.792, -0.830], [0.650, 4.910, 0.459], [-0.500, 4.043, -0.554], [1.086, 4.515, -1.205], [0.676, 2.517, 1.095], [2.216, 2.923, 0.328], [0.106, 1.915, -1.217], [-0.139, -0.153, 1.424], [-1.431, 0.199, 2.367], [-1.001, 1.395, 3.365], [-1.930, 2.414, 3.914], [-1.123, 3.637, 4.313], [-0.181, 3.305, 5.481], [0.312, 1.848, 5.407], [0.352, 1.341, 3.974], [-1.818, -1.137, 3.190], [-1.639, -2.507, 2.684], [-0.975, -3.365, 3.749], [-1.727, -3.278, 5.102], [-2.944, -2.356, 5.022], [-2.563, -0.987, 4.478], [-2.700, 0.769, 1.506], [-3.705, -0.171, 0.977], [-5.016, 0.552, 0.717], [-4.808, 1.749, -0.207], [-3.758, 2.688, 0.379], [-2.461, 1.944, 0.650], [-2.463, 2.013, 4.781], [-2.678, 2.660, 3.163], [-1.800, 4.447, 4.583], [-0.558, 3.980, 3.439], [-0.708, 3.454, 6.424], [0.661, 3.997, 5.488], [-0.341, 1.196, 5.991], [1.307, 1.751, 5.842], [0.712, 0.310, 3.943], [1.047, 1.947, 3.380], [-1.022, -2.457, 1.788], [-2.605, -2.932, 2.392], [0.057, -3.021, 3.868], [-0.926, -4.396, 3.391], [-1.053, -2.906, 5.876], [-2.044, -4.268, 5.425], [-3.382, -2.218, 6.010], [-3.725, -2.802, 4.403], [-1.920, -0.474, 5.195], [-3.455, -0.375, 4.330], [-3.847, -0.972, 1.700], [-3.337, -0.621, 0.039], [-5.429, 0.889, 1.672], [-5.729, -0.155, 0.290], [-5.747, 2.278, -0.362], [-4.480, 1.398, -1.195], [-4.126, 3.110, 1.318], [-3.556, 3.527, -0.291], [-1.731, 2.595, 1.138], [-2.015, 1.611, -0.302]], "e_homo_ha": [-0.5158, -0.5210], "s_squared": 1.115, "total_charge": 3, "e_lumo_ev": [-11.0594, -10.5495], "multiplicity": 2}

=====

(2)
{"formula": "C23H27N3O6S", "method": "wB97M-V/def2-TZVPD", "species": ["C", "C", "H", "H", "O", "C", "C", "C", "C", "C", "C", "H", "H", "N", "S", "O", "O", "C", "C", "C", "C", "C", "C", "H", "H", "N", "C", "C", "C", "O", "C", "O", "N", "H", "C", "C", "C", "O", "C", "H", "H", "H", "H", "H", "H", "H", "H", "H", "H", "H", "H", "C", "H", "H", "H", "H", "H", "H", "H", "H"], "positions_angstrom": [[-1.972, -1.508, -0.948], [-1.220, -2.539, -1.782], [-0.952, -3.413, -1.177], [-1.851, -2.875, -2.610], [-0.074, -2.002, -2.418], [1.065, -1.798, -1.708], [1.277, -2.143, -0.376], [2.498, -1.895, 0.224], [3.532, -1.282, -0.475], [3.326, -0.949, -1.812], [2.114, -1.209, -2.416], [1.952, -0.958, -3.452], [4.108, -0.487, -2.393], [4.732, -0.992, 0.204], [4.527, -0.025, 1.575], [3.879, -0.778, 2.602], [5.794, 0.574, 1.871], [3.390, 1.207, 0.940], [2.038, 1.025, 1.092], [1.139, 1.858, 0.422], [1.646, 2.880, -0.399], [3.029, 3.065, -0.522], [3.895, 2.224, 0.138], [4.964, 2.344, 0.065], [3.404, 3.865, -1.143], [0.768, 3.690, -1.067], [-0.563, 3.538, -0.936], [-1.138, 2.583, -0.156], [-0.309, 1.642, 0.578], [-0.740, 0.726, 1.278], [-2.640, 2.583, -0.121], [-3.282, 3.340, -0.831], [-3.179, 1.729, 0.760], [-2.546, 1.106, 1.253], [-4.602, 1.548, 0.910], [-5.037, 0.129, 0.543], [-4.556, -0.906, 1.556], [-4.786, -2.194, 1.024], [-4.384, -3.224, 1.888], [-3.312, -3.159, 2.113], [-4.593, -4.161, 1.377], [-4.942, -3.192, 2.833], [-5.097, -0.790, 2.508], [-3.481, -0.781, 1.760], [-6.125, 0.086, 0.481], [-4.636, -0.132, -0.437], [-4.888, 1.770, 1.944], [-5.081, 2.271, 0.245], [-1.203, 4.217, -1.483], [1.138, 4.419, -1.661], [1.659, 0.245, 1.732], [5.925, -0.728, -0.565], [6.119, -1.577, -1.220], [5.855, 0.186, -1.165], [6.742, -0.617, 0.143], [2.657, -2.163, 1.255], [0.503, -2.610, 0.210], [-2.882, -1.956, -0.557], [-1.364, -1.148, -0.121], [-2.237, -0.656, -1.571]], "e_homo_ha": -0.2995, "total_charge": 0, "e_lumo_ev": -0.1981}

=====

(3)
{"formula": "C3H4NS", "method": "wB97M-V/def2-TZVPD", "species": ["C", "C", "C", "N", "S", "H", "H", "H", "H"], "positions_angstrom": [[0.802, -1.020, 0.043], [1.999, -1.074, -0.404], [-0.300, 0.880, -0.255], [-0.591, -0.502, 0.281], [1.539, 0.838, 0.205], [-0.409, 0.917, -1.314], [-0.941, 1.468, 0.296], [-1.385, -1.031, -0.161], [-0.714, -0.477, 1.309]], "e_homo_ha": -0.5291, "total_charge": 1, "e_lumo_ev": -5.6365}

=====

(4)
{"formula": "C24H36Cl5MoP2Sb2", "method": "wB97M-V/def2-TZVPD", "species": ["Mo", "C", "Sb", "C", "C", "C", "C", "C", "C", "C", "C", "C", "Sb", "C", "C", "H", "H", "H", "H", "H", "H", "H", "H", "H", "H", "H", "H", "H", "H", "H", "H", "H", "H", "H", "H", "C", "P", "C", "C", "C", "P", "C", "C", "H", "H", "H", "H", "H", "H", "H", "H", "H", "H", "H", "H", "H", "H", "H", "H", "Cl", "C", "C", "C", "Cl", "C", "Cl", "C", "Cl", "C", "Cl"], "positions_angstrom": [[0.241, 0.073, -1.153], [0.480, 3.120, 1.570], [-0.952, 2.208, 0.311], [-1.584, 3.820, -0.912], [-2.596, 1.820, 1.623], [-2.103, 1.520, 3.012], [-2.078, 2.551, 3.948], [-1.635, 2.333, 5.243], [-1.218, 1.065, 5.621], [-1.244, 0.031, 4.699], [-1.674, 0.241, 3.390], [-1.695, -0.924, 2.444], [0.109, -1.217, 1.307], [1.572, -0.524, 2.664], [0.137, -3.333, 1.298], [0.714, 2.454, 2.398], [0.043, 4.038, 1.962], [1.379, 3.354, 1.003], [-0.711, 4.327, -1.319], [-2.136, 4.507, -0.273], [-2.227, 3.485, -1.723], [-3.210, 1.023, 1.203], [-3.199, 2.728, 1.613], [-2.437, 3.535, 3.668], [-1.636, 3.145, 5.957], [-0.893, 0.876, 6.635], [-0.947, -0.964, 5.011], [-2.548, -0.910, 1.771], [-1.764, -1.856, 3.011], [1.961, -1.380, 3.214], [1.074, 0.156, 3.353], [2.385, -0.022, 2.147], [0.403, -3.643, 2.309], [0.853, -3.745, 0.595], [-0.866, -3.695, 1.076], [1.639, -3.091, -2.551], [1.004, -1.479, -3.070], [2.244, -0.821, -4.206], [-0.453, -1.898, -4.087], [-1.548, -2.412, -3.159], [-1.801, -1.211, -1.815], [-2.480, 0.283, -2.621], [-3.118, -1.870, -0.776], [1.638, -3.756, -3.418], [1.037, -3.534, -1.759], [2.661, -2.990, -2.192], [2.444, -1.573, -4.972], [3.173, -0.613, -3.675], [1.894, 0.089, -4.692], [-0.174, -2.653, -4.825], [-0.778, -1.014, -4.640], [-1.284, -3.376, -2.714], [-2.500, -2.550, -3.677], [-3.126, -0.021, -3.449], [-1.711, 0.937, -3.048], [-3.077, 0.857, -1.911], [-3.500, -1.109, -0.098], [-2.768, -2.730, -0.205], [-3.935, -2.197, -1.424], [3.210, -2.186, 0.322], [3.404, -0.606, -0.340], [2.327, 0.041, -0.945], [2.610, 1.279, -1.510], [1.279, 2.029, -2.452], [3.819, 1.951, -1.441], [4.021, 3.482, -2.153], [4.865, 1.291, -0.784], [6.378, 2.040, -0.663], [4.658, 0.005, -0.247], [5.948, -0.792, 0.521]], "e_homo_ha": [-0.5960, -0.5962], "s_squared": 2.048, "total_charge": 3, "e_lumo_ev": [-10.6767, -10.6210], "multiplicity": 3}

=====

(5)
{"formula": "C3H10N2O", "method": "wB97M-V/def2-TZVPD", "species": ["C", "C", "N", "C", "N", "H", "H", "H", "H", "H", "H", "H", "H", "H", "H", "O"], "positions_angstrom": [[-1.416, -0.945, 1.180], [-0.105, -0.770, 0.414], [2.558, 0.341, -0.345], [1.322, 0.937, -0.475], [0.258, 0.612, 0.128], [-1.646, -0.037, 1.737], [-2.220, -1.167, 0.492], [-1.324, -1.731, 1.928], [0.719, -1.293, 0.927], [-0.184, -1.285, -0.546], [2.754, -0.170, 0.500], [3.370, 0.870, -0.613], [1.338, 1.736, -1.220], [-1.222, 0.480, -1.421], [-2.132, 1.557, -1.008], [-2.073, 0.865, -1.677]], "e_homo_ha": -0.3219, "total_charge": 0, "e_lumo_ev": 0.7652}

=====

(6)
{"formula": "C4H11BrN2", "method": "wB97M-V/def2-TZVPD", "species": ["C", "C", "C", "C", "N", "N", "Br", "H", "H", "H", "H", "H", "H", "H", "H", "H", "H", "H"], "positions_angstrom": [[-1.865, 0.751, -0.825], [-0.946, 0.171, 1.483], [-0.213, -1.062, -0.620], [-0.743, 0.251, -0.030], [2.518, 0.227, -0.543], [2.203, -1.040, -0.239], [2.514, -1.603, 1.441], [-2.551, -0.168, -1.165], [-2.362, 1.486, -0.126], [-1.589, 1.316, -1.687], [-1.532, -0.655, 1.778], [-1.290, 1.230, 1.696], [0.048, 0.106, 1.874], [-0.517, -1.986, -0.289], [0.310, -1.091, -1.542], [0.060, 1.016, -0.074], [2.822, 0.786, 0.209], [3.135, 0.266, -1.340]], "e_homo_ha": [-0.2761, -0.2974], "total_charge": 0, "e_lumo_ev": [0.2119, 0.6572]}